94
Properties=species:S:1:pos:R:3 method="wB97M-V/def2-TZVPD" lumo_ev=0.5 smiles="CCOS(C)(=O)=O.CCOS(C)(=O)=O.CCOS(C)(=O)=O.CCOS(C)(=O)=O.CCCCCCCOCCOC" gap_ev=9.65 e_homo_ev=-9.155 energy_ha=-3516.64432
C 2.86 1.88 4.94
C 3.19 0.55 5.65
C 2.98 -0.71 4.78
C 1.57 -0.88 4.16
C 0.46 -1.30 5.15
C 0.07 -0.25 6.23
C -1.48 -0.03 6.35
O -1.85 1.28 5.93
C -2.39 1.33 4.62
C -1.32 1.67 3.55
O -1.42 3.03 3.17
C -0.31 3.41 2.38
H 3.35 2.69 5.50
H 1.79 2.10 5.00
H 3.19 1.88 3.90
H 4.25 0.58 5.93
H 2.64 0.50 6.60
H 3.26 -1.60 5.36
H 3.69 -0.64 3.94
H 1.29 -0.01 3.56
H 1.66 -1.71 3.44
H 0.72 -2.26 5.62
H -0.45 -1.50 4.56
H 0.44 -0.56 7.21
H 0.50 0.74 6.04
H -1.72 -0.15 7.42
H -2.02 -0.81 5.81
H -2.86 0.39 4.31
H -3.17 2.11 4.62
H -1.43 1.01 2.68
H -0.34 1.54 4.05
H -0.18 4.49 2.37
H 0.63 2.97 2.75
H -0.42 3.05 1.34
O -1.95 4.29 -1.97
S -2.49 3.00 -1.65
O -1.69 2.00 -1.00
O -3.13 2.37 -2.98
C -2.31 2.30 -4.16
C -1.32 1.16 -4.10
C -3.99 3.20 -0.75
H -1.81 3.26 -4.32
H -3.00 2.15 -4.99
H -0.56 1.33 -3.34
H -0.81 1.05 -5.06
H -1.82 0.22 -3.86
H -4.61 3.92 -1.27
H -3.72 3.57 0.24
H -4.48 2.24 -0.67
O -1.61 -1.90 -4.94
S -2.11 -3.21 -4.66
O -1.28 -4.20 -4.05
O -2.75 -3.82 -6.00
C -1.93 -3.83 -7.19
C -0.91 -4.95 -7.17
C -3.61 -3.07 -3.75
H -1.45 -2.85 -7.32
H -2.62 -3.97 -8.02
H -0.15 -4.78 -6.40
H -0.40 -5.01 -8.13
H -1.39 -5.90 -6.95
H -4.26 -2.36 -4.24
H -3.35 -2.73 -2.75
H -4.08 -4.05 -3.69
O -3.53 4.35 -7.93
S -2.23 4.23 -8.52
O -1.31 3.23 -8.05
O -1.50 5.65 -8.48
C -1.43 6.34 -7.22
C -0.35 5.77 -6.32
C -2.38 4.09 -10.27
H -2.40 6.32 -6.73
H -1.21 7.38 -7.46
H -0.59 4.76 -6.00
H -0.23 6.39 -5.44
H 0.60 5.72 -6.85
H -3.04 4.88 -10.62
H -2.81 3.11 -10.48
H -1.39 4.18 -10.71
O 3.15 -4.59 5.97
S 4.53 -4.51 6.38
O 5.40 -3.52 5.84
O 5.20 -5.96 6.19
C 5.09 -6.59 4.91
C 6.06 -6.00 3.90
C 4.61 -4.45 8.14
H 4.06 -6.53 4.55
H 5.32 -7.64 5.08
H 5.80 -4.98 3.65
H 6.05 -6.59 2.98
H 7.08 -6.00 4.30
H 3.98 -5.24 8.54
H 4.24 -3.48 8.44
H 5.64 -4.58 8.44

---

109
Properties=species:S:1:pos:R:3 method="wB97M-V/def2-TZVPD" lumo_ev="-9.0 / -10.4" gap_ev="7.60 / 6.15" e_homo_ev="-16.600 / -16.572" multiplicity=4 total_charge=+3 energy_ha=-8388.67647
Pb 1.17 -1.54 -3.58
Cu -1.46 4.08 0.55
Cu -1.86 1.12 -1.35
O -3.18 2.64 -0.36
C -4.25 3.54 -0.67
C -4.46 4.88 0.13
O -3.25 5.47 0.61
H -5.20 3.01 -0.59
H -4.10 3.85 -1.71
H -5.07 4.63 1.01
H -5.01 5.73 -0.28
O -0.19 -0.54 -1.54
C 0.59 -0.26 -0.39
C 0.74 1.26 0.24
O -0.23 2.27 0.00
H 1.62 -0.63 -0.42
H 0.25 -0.93 0.39
H 1.74 1.66 0.04
H 0.79 1.34 1.33
O -2.10 1.04 2.94
S -2.73 0.14 2.05
O -2.33 0.04 0.63
O -2.65 -1.39 2.63
C -2.55 -2.44 1.73
C -3.08 -3.63 2.42
C -4.54 0.51 2.04
H -1.48 -2.44 1.54
H -3.13 -2.43 0.81
H -3.03 -4.49 1.75
H -4.13 -3.52 2.69
H -2.59 -3.70 3.39
H -4.88 -0.04 2.92
H -4.89 0.00 1.15
H -4.64 1.60 1.97
O 1.85 6.47 -1.77
S 0.97 5.35 -1.87
O -0.18 5.10 -1.01
O 0.41 5.51 -3.41
C 1.07 6.30 -4.39
C 0.38 7.72 -4.39
C 1.97 3.78 -2.14
H 1.05 5.77 -5.34
H 2.12 6.39 -4.08
H 0.76 8.41 -5.13
H 0.64 8.11 -3.41
H -0.69 7.61 -4.60
H 1.34 2.89 -2.18
H 2.55 3.61 -1.23
H 2.58 3.87 -3.04
O 2.25 -5.68 -1.14
S 1.98 -4.26 -0.82
O 1.68 -3.29 -1.86
O 0.81 -4.16 0.36
C 1.09 -4.99 1.62
C 0.21 -6.22 1.68
C 3.41 -3.44 0.02
H 0.82 -4.48 2.54
H 2.13 -5.29 1.76
H -0.87 -6.06 1.79
H 0.54 -6.74 2.58
H 0.50 -6.87 0.86
H 3.77 -4.28 0.61
H 3.27 -2.75 0.85
H 4.08 -3.23 -0.81
O 3.11 -0.32 -2.89
S 4.42 0.18 -2.45
O 4.56 1.58 -1.97
O 4.90 -0.79 -1.18
C 6.13 -0.49 -0.57
C 6.20 -1.16 0.77
C 5.69 -0.02 -3.78
H 6.28 0.58 -0.46
H 6.98 -0.93 -1.10
H 5.68 -2.11 0.67
H 5.64 -0.61 1.52
H 7.17 -1.41 1.20
H 6.59 0.51 -3.47
H 5.24 0.42 -4.67
H 6.00 -1.06 -3.71
O 2.52 1.68 5.23
S 3.17 0.85 4.19
O 4.45 0.14 4.23
O 2.03 -0.22 3.54
C 0.83 -0.42 4.22
C 0.95 -1.08 5.63
C 3.25 1.93 2.66
H 0.20 -1.02 3.57
H 0.23 0.48 4.34
H 1.31 -2.11 5.57
H 0.05 -1.08 6.24
H 1.55 -0.45 6.28
H 4.11 2.59 2.76
H 2.36 2.56 2.63
H 3.30 1.29 1.79
O -3.12 -0.44 -2.12
S -4.20 -1.30 -2.58
O -4.07 -2.08 -3.78
O -4.56 -2.29 -1.29
C -5.24 -3.48 -1.60
C -5.41 -4.33 -0.41
C -5.74 -0.32 -2.61
H -4.66 -4.10 -2.28
H -6.20 -3.21 -2.05
H -5.79 -5.31 -0.72
H -6.07 -3.85 0.31
H -4.47 -4.47 0.13
H -5.60 0.11 -3.60
H -5.54 0.53 -1.96
H -6.62 -0.91 -2.34

---

109
Properties=species:S:1:pos:R:3 method="wB97M-V/def2-TZVPD" relative_energy_ev=0.531 lumo_ev=1.7 gap_ev=9.34 e_homo_ev=-7.641 total_charge=-1 energy_ha=-3004.70816
O 1.86 -1.09 2.21
C 1.06 -0.47 1.49
O -0.30 -0.64 1.42
B -0.73 -0.02 0.15
O 0.36 0.95 -0.19
C 1.48 0.67 0.46
O 2.53 1.31 0.59
O -2.03 0.65 0.39
C -2.93 0.22 -0.41
O -4.09 0.47 -0.37
C -2.23 -0.78 -1.42
O -0.99 -0.91 -1.02
O -2.71 -1.32 -2.41
O 3.83 2.52 -1.87
H 3.57 2.11 -2.69
H 4.06 1.79 -1.30
O -4.47 -2.36 -4.32
H -3.72 -2.41 -3.72
H -4.36 -1.51 -4.76
C 5.87 3.30 3.28
C 5.16 2.64 2.01
O 4.45 1.51 2.44
O 7.04 2.55 3.66
H 5.17 3.33 4.11
H 6.10 4.36 3.16
H 5.89 2.43 1.23
H 4.46 3.30 1.49
H 3.73 1.38 1.82
H 6.72 1.74 4.05
C 0.68 -4.04 -5.04
C 0.39 -2.59 -4.88
O -0.99 -2.30 -4.87
O 0.00 -4.68 -3.99
H 1.74 -4.31 -5.10
H 0.29 -4.57 -5.91
H 0.66 -2.24 -5.88
H 0.98 -2.01 -4.16
H -1.07 -1.34 -4.88
H -0.66 -4.03 -3.75
C -1.98 3.74 2.44
C -2.54 2.63 3.26
O -1.44 1.82 3.61
O -2.58 5.00 2.81
H -2.21 3.58 1.39
H -0.90 3.74 2.59
H -3.40 2.12 2.83
H -2.92 2.94 4.24
H -1.15 1.42 2.79
H -2.47 5.65 2.11
C 0.98 -0.08 5.46
C 2.47 -0.16 5.05
O 3.29 0.28 6.14
O 0.47 1.31 5.41
H 1.04 -0.41 6.49
H 0.33 -0.74 4.89
H 2.78 0.43 4.18
H 2.81 -1.18 4.85
H 4.18 0.08 5.83
H -0.36 1.26 4.93
C -0.33 3.25 -2.64
C -1.70 3.90 -2.39
O -2.35 4.25 -3.55
O 0.62 4.17 -3.23
H -0.47 2.39 -3.30
H 0.16 3.05 -1.68
H -1.64 4.88 -1.90
H -2.36 3.21 -1.87
H -2.25 5.19 -3.73
H 0.88 3.56 -3.92
C -4.32 -3.63 -0.18
C -3.40 -4.83 -0.34
O -2.95 -5.50 0.80
O -5.60 -4.17 0.18
H -4.58 -3.10 -1.10
H -3.98 -2.88 0.54
H -2.49 -4.55 -0.87
H -3.69 -5.54 -1.12
H -2.36 -6.23 0.63
H -5.55 -4.59 1.04
C 1.51 -5.14 -0.77
C 0.98 -4.09 0.28
O 2.01 -3.75 1.21
O 1.92 -4.52 -1.99
H 0.69 -5.82 -1.04
H 2.31 -5.75 -0.36
H 0.17 -4.60 0.80
H 0.59 -3.23 -0.27
H 1.69 -3.09 1.83
H 1.32 -4.71 -2.72
C -5.31 4.09 -0.46
C -5.45 3.20 0.85
O -5.58 4.12 2.00
O -4.22 4.98 -0.21
H -6.19 4.68 -0.71
H -5.10 3.50 -1.35
H -4.61 2.53 0.95
H -6.31 2.54 0.70
H -5.52 3.66 2.84
H -4.30 5.08 0.74
C 3.82 -1.65 -1.79
C 4.86 -0.75 -0.99
O 5.41 0.20 -1.83
O 4.29 -2.88 -2.33
H 3.36 -1.08 -2.59
H 3.12 -1.96 -1.01
H 5.67 -1.38 -0.61
H 4.28 -0.18 -0.27
H 6.10 -0.25 -2.32
H 3.63 -3.57 -2.24